(1)
This record from the OMol25 dataset describes a cluster of 7 separate species, C54H120N6O4S in total. The level of theory is ωB97M-V/def2-TZVPD.

Calculated values
Total charge = +4
LUMO = -7.13 eV
HOMO-LUMO gap = 8.588 eV

```
185
C54H120N6O4S (ωB97M-V/def2-TZVPD)
S -0.3863 -0.0973 0.0672
O 0.6850 -0.7907 -0.5188
O -1.6036 -0.9631 0.0472
O -0.0419 0.3786 1.3916
O -0.6242 1.0947 -0.7807
C -4.1924 -2.6132 -2.9702
C -3.9874 -1.1528 -2.3905
C -2.9052 -0.2989 -3.1291
N -3.2446 1.1824 -3.3447
C -4.4447 1.2291 -4.3450
C -5.0030 2.6492 -4.4960
C -5.3536 3.2792 -3.1766
C -4.1056 3.3884 -2.2010
C -3.6353 1.8805 -2.0220
C -2.0163 1.8640 -4.0262
H -5.0865 -3.1158 -2.6013
H -3.2906 -3.2180 -2.8752
H -4.3871 -2.4585 -4.0315
H -3.6422 -1.2357 -1.3600
H -4.9689 -0.7171 -2.2034
H -2.6996 -0.6576 -4.1376
H -1.9983 -0.3271 -2.5252
H -5.2603 0.5820 -4.0222
H -4.1502 0.6928 -5.2471
H -5.9692 2.7950 -4.9789
H -4.3191 3.3737 -4.9379
H -6.2024 2.7634 -2.7276
H -5.6619 4.3076 -3.3648
H -4.3958 3.8129 -1.2399
H -3.4163 4.1695 -2.5215
H -4.4945 1.3432 -1.6205
H -2.8532 1.8737 -1.2627
H -1.6765 1.4010 -4.9526
H -1.2982 1.8177 -3.2075
H -2.1748 2.9410 -4.0818
C -0.7701 4.5344 -1.6016
C 0.6543 5.0689 -1.5666
C 1.6256 3.9331 -1.3339
N 2.1136 3.6809 0.1047
C 3.0668 4.8084 0.5945
C 3.4038 4.4449 2.0376
C 2.2028 4.2163 2.9961
C 1.0961 3.2634 2.4190
C 0.8285 3.6227 0.9540
C 2.8101 2.2738 0.0409
H -1.3608 4.3432 -0.7057
H -0.7967 3.6478 -2.2351
H -1.3575 5.3326 -2.0554
H 0.7239 5.8475 -0.8069
H 0.8581 5.5229 -2.5363
H 2.5562 4.2460 -1.8074
H 1.2975 3.0224 -1.8350
H 2.6825 5.8163 0.4379
H 3.9768 4.7832 -0.0049
H 4.0791 5.1905 2.4573
H 4.1568 3.6573 2.0657
H 1.8288 5.2126 3.2315
H 2.5053 3.8209 3.9658
H 0.1579 3.3703 2.9634
H 1.3743 2.2138 2.5137
H 0.3035 4.5765 0.9010
H 0.1515 2.8833 0.5262
H 3.6397 2.3449 -0.6625
H 2.0980 1.4685 -0.1393
H 3.1692 2.0878 1.0531
C 5.4428 -1.1282 7.3025
C 4.8543 -0.6660 5.9795
C 5.4533 -1.3535 4.7182
N 4.8318 -0.8190 3.3218
C 3.3978 -1.4525 3.2382
C 2.7164 -1.0659 1.9472
C 3.5996 -1.6013 0.7722
C 4.9850 -1.0725 0.7333
C 5.6841 -1.3159 2.1442
C 4.6736 0.7157 3.3855
H 6.5130 -0.9217 7.3164
H 5.3125 -2.2094 7.3494
H 4.9029 -0.5693 8.0668
H 5.0209 0.4112 5.9694
H 3.8000 -0.9377 6.0311
H 5.3641 -2.4369 4.6391
H 6.4904 -1.1123 4.4850
H 3.5034 -2.5292 3.3711
H 2.7000 -1.1855 4.0318
H 1.7250 -1.5185 1.9679
H 2.5488 0.0101 1.9929
H 3.5956 -2.6895 0.8354
H 3.0344 -1.4617 -0.1492
H 5.5838 -1.5578 -0.0375
H 4.7430 -0.0275 0.5396
H 5.7547 -2.3727 2.4017
H 6.6793 -0.8803 2.2328
H 5.5544 1.0916 3.9060
H 3.7737 0.9396 3.9584
H 4.6411 1.1444 2.3839
C -4.7371 -2.9861 0.9317
C -4.0711 -4.2781 0.3792
C -2.6321 -4.5559 0.8113
N -1.9426 -5.7265 -0.0222
C -0.5432 -5.9196 0.6326
C 0.4203 -4.7228 0.3818
C 0.6319 -4.3917 -1.1146
C -0.8209 -4.2289 -1.8075
C -1.7506 -5.4039 -1.5695
C -2.6773 -7.0565 0.1458
H -4.9007 -3.1381 1.9986
H -5.7569 -2.7606 0.6198
H -4.1136 -2.1092 0.7575
H -4.1106 -4.2594 -0.7100
H -4.6769 -5.1277 0.6943
H -2.6164 -4.8222 1.8681
H -2.1231 -3.6161 0.5971
H -0.7423 -6.0599 1.6951
H -0.1031 -6.9074 0.4963
H 0.1718 -3.8665 1.0089
H 1.3921 -4.8596 0.8561
H 1.1325 -3.4291 -1.2192
H 1.0555 -5.2092 -1.6980
H -1.3127 -3.3168 -1.4695
H -0.7763 -4.2109 -2.8964
H -2.7297 -5.3496 -2.0453
H -1.2297 -6.2816 -1.9521
H -3.0304 -7.1499 1.1728
H -2.0165 -7.8440 -0.2165
H -3.5507 -7.0870 -0.5057
C -2.1297 -2.7873 3.9866
C -2.1733 -1.3523 4.6290
C -2.5552 -0.3111 3.5456
N -2.6301 1.1698 3.9550
C -2.8916 2.0007 2.6746
C -4.3991 1.8228 2.2172
C -5.4450 2.0172 3.2505
C -5.1020 1.1341 4.4868
C -3.7267 1.4203 5.0360
C -1.2962 1.6241 4.5509
H -3.1288 -3.2014 3.8510
H -1.5418 -3.2488 4.7800
H -1.4999 -2.9893 3.1202
H -1.2326 -1.0837 5.1098
H -2.9485 -1.2822 5.3920
H -3.4925 -0.6996 3.1475
H -1.8095 -0.3910 2.7546
H -2.1727 1.5663 1.9800
H -2.6252 3.0406 2.8634
H -4.5549 0.8414 1.7691
H -4.5724 2.5397 1.4146
H -6.4154 1.7395 2.8392
H -5.6086 3.0408 3.5875
H -5.1811 0.0572 4.3380
H -5.8752 1.3151 5.2334
H -3.3717 0.9442 5.9500
H -3.5767 2.4708 5.2851
H -0.5256 1.2768 3.8627
H -1.0131 1.1137 5.4714
H -1.1033 2.6968 4.5379
C 4.3151 3.6728 -4.9942
C 3.6944 2.3257 -5.2846
C 3.8158 1.5013 -4.0001
N 2.9998 0.1832 -3.9866
C 1.4285 0.3487 -3.9783
C 0.7556 -1.0707 -4.0795
C 1.2120 -1.8913 -5.3486
C 2.8129 -2.0258 -5.3837
C 3.5099 -0.6849 -5.1532
C 3.4238 -0.5329 -2.6703
H 5.3954 3.6772 -4.8495
H 3.8893 4.1815 -4.1293
H 4.0088 4.2041 -5.8953
H 4.1162 1.8890 -6.1898
H 2.6503 2.2741 -5.5931
H 3.4702 2.0211 -3.1065
H 4.8772 1.2824 -3.8839
H 1.2175 0.9107 -4.8881
H 1.1269 0.8682 -3.0688
H -0.2901 -0.7903 -4.2058
H 0.9288 -1.5341 -3.1083
H 0.8654 -1.3714 -6.2417
H 0.7957 -2.8983 -5.3755
H 3.0956 -2.4441 -6.3497
H 3.1443 -2.7185 -4.6101
H 3.3118 -0.1370 -6.0744
H 4.5704 -0.8763 -4.9889
H 4.5028 -0.5269 -2.5162
H 2.9619 -1.5201 -2.6566
H 3.0014 0.0354 -1.8416
```



(2)
This record from the OMol25 dataset describes a cluster of 11 separate species, C54H129O32P7 in total. The level of theory is ωB97M-V/def2-TZVPD.

Calculated values
Structure (SMILES) = CCOP(=O)(OCC)OCC.CCOP(=O)(OCC)OCC.CCOP(=O)(OCC)OCC.CCOP(=O)(OCC)OCC.CCOP(=O)(OCC)OCC.CCOP(=O)(OCC)OCC.CCOP(=O)(OCC)OCC.CC(C)=O.CC(C)=O.CC(C)=O.CC(C)=O
LUMO = 0.50 eV
HOMO-LUMO gap = 9.793 eV

```
222
C54H129O32P7 (ωB97M-V/def2-TZVPD)
C -0.0943 -30.4443 8.1856
C -0.0838 -31.6174 9.1040
O -0.4014 -32.9168 8.4484
P 0.8365 -33.8493 8.0745
O 1.9937 -33.2456 7.4469
O 0.1437 -35.0525 7.2591
C 1.0557 -36.1021 6.7793
C 1.6040 -35.8569 5.3513
O 1.3470 -34.5621 9.4186
C 0.3554 -35.3100 10.2324
C 1.1770 -36.2836 11.0341
H 0.0296 -29.5544 8.8127
H 0.7288 -30.5039 7.4747
H -1.0110 -30.3635 7.6293
H 0.8715 -31.7303 9.6167
H -0.8125 -31.4726 9.8929
H 1.8718 -36.1873 7.4965
H 0.5355 -37.0649 6.8283
H 2.1492 -36.7755 5.1326
H 0.7633 -35.6946 4.6670
H 2.3076 -35.0223 5.4109
H -0.1913 -34.6221 10.8732
H -0.3228 -35.8077 9.5550
H 1.4579 -37.1038 10.3837
H 2.0399 -35.7598 11.4477
H 0.6002 -36.6849 11.8721
C -2.4444 -26.6367 9.6612
C -2.7511 -25.2004 9.3544
O -2.2738 -24.3375 10.4456
P -3.1889 -23.2030 11.0140
O -4.0833 -22.4595 10.1592
O -3.9601 -24.0505 12.1700
C -5.0852 -23.3726 12.8445
C -6.0565 -24.4327 13.2990
O -2.2255 -22.2893 11.8672
C -1.6694 -21.0619 11.3301
C -1.3041 -20.2460 12.4983
H -1.3769 -26.7865 9.8126
H -3.0538 -27.0529 10.4903
H -2.6576 -27.2702 8.7627
H -2.2574 -24.8384 8.4252
H -3.8280 -25.0317 9.1804
H -4.6229 -22.7805 13.6226
H -5.4953 -22.6537 12.1325
H -5.6508 -25.0615 14.0852
H -6.9244 -23.8794 13.6897
H -6.3481 -24.9806 12.3909
H -0.8353 -21.4315 10.7244
H -2.4007 -20.5981 10.6514
H -0.5361 -20.7255 13.0908
H -0.8504 -19.2846 12.2461
H -2.1773 -20.0323 13.1102
C -0.7272 -25.1881 13.7119
C 0.1472 -23.9377 13.7393
O 1.3393 -24.1224 12.9714
P 1.9448 -22.8167 12.2437
O 1.8841 -21.5497 12.9768
O 3.3898 -23.4356 11.9670
C 4.4013 -22.4504 11.4542
C 5.6334 -23.2098 10.9945
O 1.1293 -22.6730 10.8442
C 0.9983 -23.8709 9.9928
C 0.2897 -23.3972 8.7406
H -1.0915 -25.2874 12.6864
H -0.1835 -26.0808 14.0047
H -1.5627 -25.0206 14.3752
H -0.4050 -23.0676 13.4143
H 0.4909 -23.6855 14.7389
H 4.0221 -21.8193 10.6523
H 4.5218 -21.8345 12.3146
H 6.3731 -22.4702 10.7024
H 6.0005 -23.7798 11.8507
H 5.3283 -23.8423 10.1391
H 1.9906 -24.2907 9.7528
H 0.4596 -24.6202 10.5499
H 0.7903 -22.5253 8.2822
H 0.1904 -24.2484 8.0268
H -0.7269 -23.0880 9.0115
C 0.5382 -26.8220 6.7614
C -0.1824 -27.7329 5.7875
O -1.2795 -26.9279 5.2452
P -2.5586 -27.6056 4.6340
O -2.4292 -28.8178 3.8163
O -3.4421 -27.6939 5.9465
C -4.6773 -28.4598 5.7947
C -5.6147 -28.0066 6.8736
O -3.2829 -26.4346 3.8577
C -3.1060 -26.2798 2.4058
C -2.1942 -25.1121 2.1694
H -0.1516 -26.4616 7.5145
H 1.4308 -27.2707 7.2198
H 0.8781 -25.9832 6.1543
H 0.3562 -28.1997 4.9406
H -0.6142 -28.5757 6.3718
H -5.0666 -28.3325 4.7914
H -4.3451 -29.4926 5.8957
H -5.8883 -26.9562 6.7195
H -6.5453 -28.6177 6.8769
H -5.1797 -28.1393 7.8502
H -2.7568 -27.2387 2.0529
H -4.0981 -26.0953 1.9493
H -2.6379 -24.2205 2.5984
H -1.2388 -25.3000 2.6498
H -2.0431 -24.9867 1.0939
C -3.5712 -29.6684 17.8014
C -2.1405 -30.1106 18.0667
O -1.3984 -30.0648 16.8115
P 0.1712 -30.0165 16.8882
O 0.7685 -29.8451 15.5749
O 0.4055 -31.3326 17.7628
C 1.7241 -31.8667 17.9805
C 1.5560 -33.2415 18.5721
O 0.5678 -28.8468 17.9458
C 0.7886 -27.5089 17.3915
C 1.2191 -26.5555 18.4473
H -3.6287 -28.7976 17.1279
H -4.1215 -30.5019 17.2890
H -4.1264 -29.4933 18.7197
H -1.6491 -29.4041 18.7465
H -2.0729 -31.0997 18.5105
H 2.2645 -31.9049 17.0195
H 2.2862 -31.1436 18.5949
H 1.1086 -33.8803 17.8141
H 2.5970 -33.5357 18.8066
H 0.9671 -33.2223 19.5008
H 1.4780 -27.5921 16.5424
H -0.1806 -27.2771 16.9093
H 1.3767 -25.5330 18.0791
H 0.5783 -26.4307 19.3037
H 2.1934 -26.8709 18.7798
C 4.4532 -29.4541 15.4185
C 4.1301 -30.7599 14.7443
O 5.2081 -31.0311 13.7978
P 5.1254 -32.2440 12.8033
O 6.2060 -32.1685 11.8442
O 5.0029 -33.5400 13.7288
C 4.9631 -34.8035 13.0267
C 4.4997 -35.8562 13.9752
O 3.6958 -32.2841 12.1662
C 3.1197 -31.1023 11.4744
C 3.4200 -31.1520 10.0073
H 4.6388 -28.7085 14.6626
H 3.6388 -29.1849 16.0623
H 5.3317 -29.5384 16.0739
H 3.9828 -31.5260 15.4863
H 3.2594 -30.7541 14.0993
H 4.2661 -34.7178 12.1868
H 5.9501 -34.8966 12.5839
H 4.3625 -36.7916 13.4394
H 5.2322 -36.0436 14.7695
H 3.5506 -35.5979 14.4573
H 2.0655 -31.2479 11.6986
H 3.4283 -30.1670 11.9840
H 3.2326 -32.1795 9.6747
H 2.7524 -30.4711 9.4633
H 4.4855 -30.9067 9.8636
C 3.4857 -29.0843 5.6034
C 4.6616 -28.3315 6.1802
O 4.0764 -27.1146 6.7032
P 5.0142 -26.2205 7.6570
O 5.6235 -26.8841 8.8172
O 6.0398 -25.6181 6.6093
C 7.4948 -25.5815 6.9681
C 7.9004 -24.3606 7.7985
O 4.0955 -25.0488 8.1132
C 3.4334 -24.0932 7.2023
C 3.6522 -22.6800 7.7435
H 2.9959 -28.4919 4.8349
H 3.7827 -30.0354 5.1852
H 2.8301 -29.2403 6.4340
H 5.1482 -28.8839 6.9776
H 5.4194 -27.9758 5.4505
H 7.7057 -26.4562 7.5865
H 8.0066 -25.6342 6.0267
H 7.4961 -24.4297 8.8189
H 8.9722 -24.2329 7.7578
H 7.5129 -23.4912 7.2702
H 3.8874 -24.1266 6.2176
H 2.4036 -24.4076 7.0982
H 3.0757 -21.9507 7.1566
H 3.3271 -22.6189 8.7870
H 4.7240 -22.4495 7.6988
C 6.4520 -28.8995 11.1323
C 6.4383 -27.7628 12.0908
C 7.6089 -26.7961 11.9389
O 5.5756 -27.6071 12.9364
H 5.4866 -29.4036 11.1357
H 7.2224 -29.6198 11.4463
H 6.6235 -28.5370 10.0780
H 8.3600 -27.2257 11.2901
H 8.0420 -26.5580 12.9001
H 7.2303 -25.8590 11.5280
C 4.2839 -24.8757 14.8372
C 4.4679 -25.1414 16.2794
C 5.8865 -25.2500 16.7429
O 3.5172 -25.1513 17.0398
H 4.9120 -25.5119 14.1840
H 4.6425 -23.8645 14.6396
H 3.2383 -24.9562 14.5673
H 5.9654 -25.2122 17.8083
H 6.4161 -24.3896 16.3370
H 6.3515 -26.1634 16.3734
C -1.2421 -29.9759 12.7865
C -1.9779 -31.2566 12.8527
C -3.2350 -31.3111 13.7220
O -1.5594 -32.3243 12.3988
H -1.8439 -29.2834 12.1868
H -0.2659 -30.0131 12.3568
H -1.2216 -29.5793 13.7977
H -3.8988 -32.1192 13.4361
H -3.8203 -30.3748 13.7843
H -2.8471 -31.5435 14.7226
C 2.8793 -27.0783 10.5074
C 1.7645 -27.5873 11.3785
C 2.0647 -27.7628 12.8558
O 0.6267 -27.8303 10.9547
H 3.3498 -26.1724 10.9091
H 2.5296 -26.8691 9.4735
H 3.6550 -27.8395 10.4290
H 3.1581 -27.6365 12.9827
H 1.7056 -28.7192 13.2045
H 1.5403 -26.9650 13.4100
```



Q: Among the records above, which one has the lowest HOMO-LUMO gap?
A: C54H120N6O4S



Q: Which of these has the lowest HOMO-LUMO gap?
A: C54H120N6O4S